1.
Below is C8H13NO in the gas phase, with properties calculated with the ωB97M-V functional and the def2-TZVPD basis.

HOMO energy, eV: -9.685
Energy, eV: -12041.910
Orbital gap, eV: 10.5

```
! RIJCOSX wB97M-V def2-TZVPD def2/J DEFGRID3
* xyz 0 1
H -1.23300 0.68727 1.68688
C -0.45818 -0.22477 -0.12376
C 0.98043 -0.35057 0.42299
H 2.89848 2.22341 -0.25725
C 1.70856 0.96949 0.31895
H 1.51898 -2.43879 0.11873
C -1.19926 0.91332 0.60853
H 1.62554 -1.45172 -1.35358
C -2.56301 1.13271 0.12278
H -0.40719 0.04270 -1.19243
H -1.28606 -1.85507 1.05303
C -1.21569 -1.54488 -0.00098
H -0.64855 1.86078 0.50597
H 2.87033 -1.30343 -0.09135
H 0.92990 -0.56110 1.50177
H -0.72406 -2.34653 -0.56610
N 2.17487 1.45678 -0.83476
H -4.70681 1.44083 -0.60571
C 1.79599 -1.45045 -0.26694
H -2.23591 -1.44201 -0.39487
O 2.30753 1.55830 1.26234
C -3.68570 1.33047 -0.28686
H 1.55282 1.35326 -1.62738
*
```



2.
Below is 2 unconnected molecules or ions with the total composition C5H13NO, with properties calculated with the ωB97M-V functional and the def2-TZVPD basis.

HOMO energy, eV: -7.738
Energy, eV: -8931.096
Orbital gap, eV: 8.3

```
! RIJCOSX wB97M-V def2-TZVPD def2/J DEFGRID3
* xyz 0 1
H -0.99264 -1.89541 -0.75346
H -1.32480 2.69660 -0.00362
C 0.04428 1.12879 0.08619
H -0.64590 -1.23802 0.64460
H 1.48794 -5.03236 0.41525
C -0.77514 0.72615 -2.21736
H 1.16671 -0.25692 1.33883
O 1.54654 -5.29343 1.42555
H -0.08976 2.93205 1.10906
H -0.34091 1.72739 -2.35883
C -0.58510 0.26158 -0.71682
C 0.51640 0.77024 1.44105
H 0.21527 3.36789 -0.62758
H -0.29173 -0.06733 -2.89973
H -1.96011 0.77864 -2.33010
H -0.33173 0.71453 2.23933
N -0.47835 -1.09940 -0.39197
C -0.21062 2.63776 0.07389
H 1.71958 -4.39074 1.82257
H 1.33010 1.53198 1.70315
*
```



3.
Below is 2 unconnected molecules or ions with the total composition C2H3BrOS, with properties calculated with the ωB97M-V functional and the def2-TZVPD basis.

HOMO energy (alpha / beta), eV: -8.620 / -8.602
Energy, eV: -85042.469
Orbital gap (alpha / beta), eV: 7.2 / 7.2

```
! RIJCOSX wB97M-V def2-TZVPD def2/J DEFGRID3
* xyz 0 1
H 0.93629 1.44261 0.40965
H -0.40467 1.41461 -0.76566
Br 1.43896 -0.79046 -1.59529
C -0.10485 1.15484 0.25327
C 0.27989 -1.17783 -0.15208
H -0.74909 1.65001 0.97778
S -1.14170 -3.44403 0.40511
O -0.25484 -0.24975 0.46721
*
```



4.
Below is C5H6O2 in the gas phase, with properties calculated with the ωB97M-V functional and the def2-TZVPD basis.

HOMO energy, eV: -10.018
Energy, eV: -9375.447
Orbital gap, eV: 10.5

```
! RIJCOSX wB97M-V def2-TZVPD def2/J DEFGRID3
* xyz 0 1
C -0.56880 1.49869 -0.17226
O 0.69606 -1.62744 -1.64732
C 0.19999 -0.53192 -1.50940
C -0.43685 -0.84748 0.92542
H -0.39920 -1.91874 0.73265
C 0.87357 -0.18998 0.99281
H -1.07376 1.84623 -1.09707
H -1.39050 -0.44210 1.20179
H 1.70200 -0.84485 0.74004
H 1.07594 0.66092 1.63350
H -0.20274 0.03535 -2.37545
C 0.01334 0.12171 -0.20759
O -0.48904 2.23962 0.78288
*
```



5.
Below is a molecular structure, C22H38NO9PSiTi, with properties calculated with the ωB97M-V functional and the def2-TZVPD basis.

HOMO energy, eV: -8.146
Energy, eV: -83638.235
Orbital gap, eV: 8.3

```
! RIJCOSX wB97M-V def2-TZVPD def2/J DEFGRID3
* xyz 0 1
C 0.25002 -3.02335 -2.77633
H -4.35245 2.33333 1.42810
O -1.52734 0.65786 1.30921
H 2.06477 -0.86629 3.56501
C 0.47876 -1.11237 6.52412
C -2.73784 3.87828 0.11665
H 3.20609 2.32035 -1.38505
H -1.79660 -3.24297 -3.41675
N -3.00888 2.46911 -0.22450
H -3.67934 4.41319 0.29513
H -3.57868 3.25463 -2.08915
H 4.87017 -0.90835 -0.74614
H -4.15455 0.86499 0.45620
C -1.07333 -0.54443 4.77013
H -2.23344 4.31273 -0.74534
H -2.35525 3.72220 2.24966
H -1.12697 -2.12241 0.41466
O 2.40641 -0.26833 -1.23055
H 1.39588 -4.72330 -2.10907
H 2.23217 0.18843 1.56733
O 1.03955 -2.19448 -1.88945
C -0.66345 -2.09187 1.39764
H 3.84924 -1.61432 -2.97657
C 3.53383 0.26529 -1.96536
H 0.82933 -1.97372 -4.57608
H 2.51559 -1.37001 5.89777
C 1.30328 0.76031 1.59973
C 1.23511 -0.84535 4.26362
P 0.98520 -0.55954 -1.99063
C -2.63757 1.14867 1.88154
O -0.53754 2.44188 -1.69046
H -0.08343 -4.43140 -1.18017
H 3.00194 -0.40527 -3.96008
C -3.62924 1.72696 0.87602
H -1.62170 -2.54217 -1.80092
H 5.61835 0.53099 -1.46415
H -1.62117 -0.80190 6.82195
H 1.35303 1.44119 2.45219
H -2.08701 -0.32500 4.47996
H 4.74045 -0.25284 -3.68046
C -1.20231 -2.55971 -2.80769
C 3.26149 1.72811 -2.29992
H 0.68150 -1.32760 7.56540
H 0.30933 -3.64214 -4.84748
H -0.18278 -5.13916 -2.80318
C 0.86225 -2.98661 -4.17263
C -0.05486 -0.53727 3.81479
H -1.55638 5.06475 1.42482
C 3.79497 -0.55408 -3.22588
H 2.31417 1.83185 -2.83065
H 0.20695 -2.75142 1.37827
O -2.61439 0.38396 -1.73077
H 0.07855 3.55081 1.51921
H 1.90078 -3.31821 -4.13704
H 4.05859 2.13138 -2.92733
H -1.34441 -2.46604 2.16439
H -4.89739 2.44084 -1.24310
H 1.26379 1.31249 0.66581
C -3.53015 1.13471 -2.27739
C 1.50412 -1.13353 5.59271
C -1.83992 4.01458 1.32794
H -1.29868 -1.55931 -3.23162
C -3.82499 2.40215 -1.45785
Si -0.16691 -0.36698 1.92301
H 4.50911 0.69924 -0.09281
O -2.88479 1.10212 3.05127
Ti -1.17973 1.26260 -0.79214
O -0.70883 3.18115 1.11267
O -4.12864 0.91585 -3.29941
C 4.70920 0.13804 -1.00645
C -0.80968 -0.81745 6.10523
O 0.01531 -0.22603 -0.75139
C 0.35130 -4.41984 -2.18020
*
```



6.
Below is 2 unconnected molecules or ions with the total composition C4H8NO, with properties calculated with the ωB97M-V functional and the def2-TZVPD basis.

HOMO energy, eV: -14.724
Energy, eV: -7804.349
Orbital gap, eV: 9.7

```
! RIJCOSX wB97M-V def2-TZVPD def2/J DEFGRID3
* xyz 1 1
C 1.57467 -0.28030 0.01099
C 2.61002 -0.98642 -0.28609
H 3.32705 -1.29247 0.45563
C -0.76251 1.17468 -0.87432
O -2.52713 -0.59149 0.86144
H -2.08739 -1.33509 0.36452
H -1.55204 0.39381 -0.77769
H -3.49086 -0.64102 1.11468
H -1.08026 2.20421 -0.58376
N 0.72594 0.26735 1.04244
H 0.76898 0.53246 2.12772
C 0.34304 0.56171 -0.15810
H -0.72637 1.08291 -2.01544
H 2.87686 -1.09035 -1.28203
*
```



7.
Below is 3 unconnected molecules or ions with the total composition C3H12N2O, with properties calculated with the ωB97M-V functional and the def2-TZVPD basis.

HOMO energy, eV: -9.262
Energy, eV: -8332.263
Orbital gap, eV: 9.9

```
! RIJCOSX wB97M-V def2-TZVPD def2/J DEFGRID3
* xyz 0 1
H 0.67252 2.73591 0.62844
H 2.86655 0.17662 -0.69496
N 1.98482 -0.70284 1.00926
H 1.23509 -1.35905 1.23409
H -2.95753 0.28475 -0.36390
H 2.46067 -1.60037 -0.82894
H -1.68016 -2.45231 0.46873
H 0.07926 2.90013 -0.93985
C 2.14090 -0.61512 -0.44462
H 0.59443 0.54005 -0.73985
H -1.18368 -1.29252 -0.96160
O 0.90750 -0.30183 -1.12560
H -0.88196 2.19167 0.22966
C -1.85637 -1.54517 -0.09507
H -3.40676 -0.79847 1.08923
N 0.09947 2.27424 -0.07490
H 1.73873 0.20704 1.38549
C -2.81348 -0.64270 0.22437
*
```



8.
Below is CH3N3S2 in the gas phase, with properties calculated with the ωB97M-V functional and the def2-TZVPD basis.

HOMO energy (alpha / beta), eV: -8.482 / -8.482
Energy, eV: -27222.243
Orbital gap (alpha / beta), eV: 8.3 / 8.3

```
! RIJCOSX wB97M-V def2-TZVPD def2/J DEFGRID3
* xyz 0 1
S -1.43854 -1.10104 0.71653
H -0.32725 -2.66530 -0.73812
H 0.85355 0.75780 1.40126
N 0.33112 -0.70306 -1.27730
C -0.19588 -1.53762 -0.61588
N 0.05471 1.09761 -0.40782
N 0.88739 1.28619 0.55590
H 1.55416 2.05556 0.35511
S -1.71927 0.80987 0.01032
*
```



The calculation returns the following energy relative to the best compared isomer or geometry (same formula, charge and spin) values, one per record and in order: 255.2, 281.3, 480.8, 159.1, 77.1, 362.2, 102.2, 214.2 kJ/mol.